Record 1
A molecular structure, C26H28N7Os, computed with the ωB97M-V functional and the def2-TZVPD basis.

Results
DFT total energy, hartree: -1480.47211
Total charge: +3
Kohn-Sham gap (alpha / beta), Eh: 0.23634 / 0.19005
<S²>: 6.046
LUMO (alpha / beta), eV: -10.294 / -11.993
Multiplicity: 5
HOMO energy (alpha / beta), eV: -16.7 / -17.2

Structure (XYZ):
```
62
Properties=species:S:1:pos:R:3:forces:R:3:mulliken_charge:R:1
Os -0.010465 2.168193 0.003102 0.42 -1.61 -0.36 1.023
C -3.834979 0.033266 5.551130 -0.16 0.08 0.17 -1.561
C -3.204847 0.246756 4.224442 0.05 0.00 -0.22 0.048
C -3.912555 0.026550 3.031696 -0.03 -0.02 0.09 -1.035
C -3.316473 0.237010 1.820918 -0.02 -0.02 -0.11 0.001
C -1.973316 0.675024 1.704138 -0.04 0.04 0.16 0.695
N -1.446714 0.837936 0.443298 0.23 0.46 0.02 -0.448
C -1.799914 -0.005639 -0.602391 -0.15 -0.08 -0.29 0.363
C -1.977006 -1.383493 -0.346036 0.04 0.07 0.14 -0.041
C -2.336234 -2.263814 -1.332313 -0.05 -0.05 -0.11 -0.983
C -2.530412 -1.829849 -2.652215 0.06 0.08 0.22 0.179
C -2.895201 -2.780020 -3.736069 0.02 -0.12 -0.16 -1.548
C -2.321126 -0.473790 -2.926416 0.02 0.09 -0.03 -0.405
C -1.970749 0.430779 -1.945282 0.07 -0.21 0.12 0.320
N -1.825492 1.793648 -2.316829 -0.28 0.09 -0.02 0.251
C -2.424129 2.462861 -3.321760 0.05 0.09 0.03 0.050
C -1.892170 3.738695 -3.374135 0.11 -0.04 0.07 -1.034
C -0.953357 3.781775 -2.356782 -0.25 0.05 -0.26 0.050
N -0.919480 2.598632 -1.711315 -0.06 0.30 -0.61 -0.463
C -1.269817 0.951234 2.913537 -0.27 0.03 -0.04 0.760
C -1.894362 0.730859 4.124751 0.13 0.07 -0.04 -0.623
N 0.066181 1.445028 2.931705 0.07 -0.15 0.20 0.110
C 0.918316 1.490074 3.978061 0.10 0.01 -0.08 0.120
C 2.029118 2.227145 3.614288 -0.06 0.06 -0.10 -1.113
C 1.789068 2.616852 2.308156 0.05 -0.08 0.39 0.011
N 0.601768 2.130671 1.892506 0.51 0.21 0.50 -0.285
H -4.530561 -0.804785 5.532969 0.06 -0.04 -0.01 0.416
H -4.427214 0.913125 5.828011 0.04 0.01 -0.05 0.343
H -3.096484 -0.116723 6.335913 -0.01 -0.04 -0.01 0.404
H -4.948326 -0.285158 3.073145 0.02 -0.03 0.00 0.481
H -3.882428 0.092243 0.909832 0.00 0.03 0.00 0.603
H -1.811230 -1.742927 0.661567 0.03 0.01 0.00 0.649
H -2.456633 -3.312698 -1.092943 -0.01 0.01 0.00 0.488
H -3.480786 -3.615858 -3.357227 -0.04 0.04 0.02 0.414
H -1.991009 -3.207652 -4.181908 0.01 0.04 0.03 0.324
H -3.442271 -2.286482 -4.537558 -0.03 -0.02 0.02 0.411
H -2.431814 -0.130477 -3.947140 0.01 0.01 0.00 0.563
H -3.195525 2.020177 -3.930236 0.02 -0.09 0.04 0.484
H -2.153307 4.522469 -4.064687 -0.01 0.00 0.03 0.450
H -0.327452 4.607068 -2.050623 0.04 -0.06 0.02 0.438
H -1.375234 0.958223 5.045329 0.01 0.00 0.00 0.388
H 0.722479 0.994587 4.913424 -0.12 -0.01 -0.03 0.445
H 2.884642 2.454688 4.227244 0.00 -0.02 -0.01 0.484
H 2.406616 3.215028 1.653913 -0.04 -0.05 -0.04 0.468
N 1.645054 0.883748 -0.829714 -0.71 0.87 0.32 -0.614
C 2.621052 0.240776 -0.747201 0.36 -0.16 0.15 0.660
N 3.687762 -0.462007 -0.657041 -0.37 0.38 -0.02 0.008
C 3.702831 -1.770519 0.023465 0.04 -0.73 0.03 -0.711
C 3.886276 -2.887529 -1.007325 0.03 0.30 0.03 -0.544
C 5.107073 -2.630737 -1.889920 0.01 -0.13 -0.15 -0.673
C 5.070812 -1.245931 -2.532915 -0.16 0.08 0.28 -0.543
C 4.880575 -0.156562 -1.475495 0.50 -0.14 -0.59 -0.710
H 2.779523 -1.900410 0.586510 0.00 0.13 0.02 0.436
H 4.543165 -1.769094 0.720340 -0.03 0.16 0.03 0.299
H 2.983250 -2.949686 -1.621799 0.01 -0.06 0.00 0.282
H 3.997810 -3.830348 -0.472419 -0.07 -0.02 0.00 0.360
H 5.147489 -3.388063 -2.673132 0.02 0.00 0.03 0.325
H 6.025184 -2.752531 -1.308811 -0.03 0.07 0.06 0.327
H 4.250918 -1.181691 -3.253928 0.04 -0.02 -0.05 0.278
H 6.000744 -1.046626 -3.064079 -0.02 0.02 -0.05 0.357
H 4.770051 0.825401 -1.931488 -0.07 0.04 0.10 0.442
H 5.741316 -0.139423 -0.804260 -0.11 0.08 0.12 0.327
```
Forces are in eV/Å.


Record 2
A molecular structure, C26H29BBrCoF5N5O2S, computed with the ωB97M-V functional and the def2-TZVPD basis.

Results
DFT total energy, hartree: -6311.53062
Total charge: +1
Kohn-Sham gap (alpha / beta), Eh: 0.29179 / 0.29202
<S²>: 0.793
LUMO (alpha / beta), eV: -2.931 / -2.926
Multiplicity: 2
HOMO energy (alpha / beta), eV: -10.9 / -10.9

Structure (XYZ):
```
71
Properties=species:S:1:pos:R:3:forces:R:3:mulliken_charge:R:1
Co -0.225764 -0.439936 1.210758 1.41 -0.85 0.28 0.023
C 1.727173 -1.672308 -0.722234 0.05 0.06 0.05 -1.038
C 2.660935 -0.840580 0.151686 0.00 -0.07 -0.05 -0.737
N 1.909531 0.073693 1.030826 -0.60 0.29 0.01 0.125
C 2.569674 0.289915 2.327902 0.05 -0.06 0.03 -0.889
C 2.583528 -0.968144 3.198071 -0.05 0.04 -0.07 -0.821
S 1.055406 -1.934400 3.102489 -0.20 0.01 0.13 -0.051
C 1.513677 -3.311053 2.002255 -0.06 0.05 -0.04 -0.708
C 0.666317 -3.388882 0.736386 0.09 -0.02 0.05 -0.775
N 0.531850 -2.113934 0.015508 -0.38 0.24 0.01 0.017
H 2.275567 -2.521299 -1.143397 0.00 0.00 0.00 0.578
H 1.383218 -1.074387 -1.565041 -0.02 -0.03 -0.03 0.246
H 3.360321 -0.296024 -0.489375 0.01 0.01 0.04 0.372
H 3.267609 -1.491607 0.778200 -0.02 0.01 -0.01 0.427
H 1.805731 0.981113 0.589871 0.09 0.03 -0.03 0.035
H 2.027634 1.079344 2.840270 -0.02 0.04 0.00 0.384
H 3.602393 0.632318 2.196693 0.00 -0.01 -0.02 0.504
H 2.706089 -0.675697 4.239520 0.03 -0.01 0.00 0.503
H 3.409605 -1.637163 2.961448 0.02 0.02 0.01 0.470
H 1.375782 -4.233375 2.564770 0.04 -0.03 -0.03 0.594
H 2.575804 -3.230142 1.778972 0.00 -0.01 -0.01 0.366
H -0.338964 -3.718450 1.000767 -0.02 0.02 0.00 0.154
H 1.097670 -4.156413 0.083251 -0.02 -0.01 0.01 0.482
H -0.214375 -2.231679 -0.662426 0.08 -0.09 -0.04 0.296
C -3.989937 0.835447 0.563496 0.01 0.04 -0.03 -1.190
O -2.734156 0.702508 -0.097819 -0.01 0.12 -0.02 -0.028
C -2.430068 1.628364 -1.045866 -0.10 -0.05 0.03 0.375
C -3.351863 2.461099 -1.657998 0.00 0.03 -0.04 -0.573
C -2.929852 3.346629 -2.644139 -0.05 -0.03 0.03 -0.545
Br -4.210931 4.439976 -3.491573 -0.01 0.01 -0.01 -0.173
C -1.602990 3.448328 -2.996646 0.08 0.02 0.12 -0.870
C -0.670089 2.633930 -2.354398 -0.01 0.03 0.00 0.468
C -1.092238 1.695127 -1.422116 0.21 -0.02 -0.12 0.365
O -0.209967 0.765559 -0.886698 -0.41 0.14 -0.13 0.127
C 0.762702 2.804340 -2.652867 -0.03 0.02 0.00 0.007
N 1.280892 2.978339 -3.824141 0.05 -0.10 0.01 -0.720
C 2.648134 3.141194 -3.600233 0.00 0.04 -0.08 0.430
C 3.672999 3.370428 -4.514195 0.01 -0.01 -0.01 -0.778
C 4.952187 3.524830 -4.017323 0.00 0.01 0.03 -0.494
C 5.217869 3.452529 -2.641410 -0.02 -0.01 -0.02 -0.564
C 4.211436 3.214529 -1.723133 0.02 -0.01 -0.02 -0.853
C 2.930483 3.059507 -2.236307 -0.06 -0.03 0.07 0.542
N 1.706139 2.786149 -1.624480 0.02 0.00 0.07 0.040
H -4.812008 0.546080 -0.093684 -0.02 0.01 0.00 0.316
H -4.133453 1.859333 0.911299 -0.01 0.00 0.01 0.492
H -3.950833 0.167156 1.419341 -0.03 0.03 0.00 0.264
H -4.397840 2.414656 -1.395309 0.00 0.01 0.02 0.554
H -1.260104 4.156559 -3.736650 -0.03 0.00 -0.01 0.624
H 0.621742 0.888051 -1.367226 0.09 -0.02 0.15 0.137
H 3.461731 3.431050 -5.572756 0.00 0.00 0.00 0.462
H 5.769610 3.714506 -4.699276 0.01 -0.01 0.00 0.399
H 6.232438 3.587777 -2.292209 0.01 0.01 0.00 0.399
H 4.418823 3.164690 -0.661619 -0.01 0.01 0.00 0.448
H 1.473943 3.098135 -0.691192 -0.05 -0.02 -0.01 0.228
F -6.042304 -4.212461 2.255852 -0.04 0.06 0.00 -0.236
C -4.817004 -4.717324 2.070801 0.02 0.02 0.01 0.741
F -4.520541 -5.470579 3.134197 0.03 -0.01 0.04 -0.258
F -4.862587 -5.515507 0.999064 0.02 -0.02 -0.06 -0.259
C -3.804047 -3.608424 1.884586 -0.03 -0.05 0.02 0.299
C -3.542633 -3.106143 0.620115 -0.02 0.02 0.02 -1.077
C -2.613285 -2.090791 0.499681 0.05 -0.12 -0.05 -0.764
N -1.944331 -1.589439 1.544153 0.12 0.57 -0.06 1.976
C -2.242123 -2.045122 2.764590 -0.03 0.06 -0.01 -0.844
C -3.159486 -3.059182 2.978718 -0.05 0.00 0.00 -1.232
H -4.050150 -3.492361 -0.252195 0.02 -0.01 -0.02 0.526
H -2.398787 -1.645497 -0.463534 0.01 -0.04 0.03 0.539
H -1.727882 -1.578411 3.592524 0.05 -0.01 -0.01 0.485
H -3.359723 -3.409167 3.981174 0.01 0.00 0.01 0.500
F 0.178005 2.333764 1.836442 -0.06 0.14 0.07 -0.231
B -0.566501 1.256620 2.199709 -0.18 -0.58 -0.35 0.528
F -1.437830 1.512309 3.174083 -0.04 0.10 0.06 -0.138
```
Forces are in eV/Å.


Record 3
A molecular structure, C26H29BrF6N2OPdSb, computed with the ωB97M-V functional and the def2-TZVPD basis.

Results
DFT total energy, hartree: -4733.37906
Total charge: +2
Kohn-Sham gap (alpha / beta), Eh: 0.10793 / 0.10265
<S²>: 0.762
LUMO (alpha / beta), eV: -10.332 / -10.365
Multiplicity: 2
HOMO energy (alpha / beta), eV: -13.3 / -13.2
Relative energy (zero: lowest compared OMol25 entry of this formula, charge and spin), eV: 2.655

Structure (XYZ):
```
67
Properties=species:S:1:pos:R:3:forces:R:3:mulliken_charge:R:1
Pd -1.167615 1.013803 0.886748 -1.20 0.55 -1.02 0.219
C 5.918185 -1.540897 0.095248 -0.32 0.00 0.30 -1.982
C 4.871785 -2.664097 0.051048 0.58 0.50 -0.35 1.801
C 5.099785 -3.610697 1.247148 -0.43 -0.09 0.28 -1.499
C 5.105885 -3.449097 -1.251052 -0.51 -0.24 -0.09 -1.676
C 3.468185 -2.143997 0.157348 0.86 -0.08 -0.09 0.085
C 3.184385 -0.840397 0.588448 -0.71 1.47 0.33 -0.600
C 1.885985 -0.426397 0.717348 1.41 2.33 0.93 -0.287
Br 1.394285 1.287803 1.442648 0.76 -0.51 -0.10 0.162
C 0.757685 -1.240297 0.381648 -2.68 1.36 0.26 1.406
O -0.424715 -0.755797 0.419948 2.71 -2.43 -0.58 -0.689
C 1.059585 -2.614697 0.055148 0.11 -2.06 -0.39 -0.268
C 2.371685 -2.991997 -0.084452 -1.69 -0.61 -0.29 -0.341
C -0.103415 -3.586397 -0.045952 0.33 -0.29 -0.17 2.073
C 0.365985 -5.019997 -0.316152 -0.10 0.34 0.03 -2.227
C -0.839215 -3.595297 1.303748 0.10 0.27 0.07 -1.560
C -1.015615 -3.131197 -1.188952 -0.15 0.33 -0.08 -1.562
H 6.914585 -1.950597 -0.050952 -0.03 -0.09 0.00 0.425
H 5.912885 -1.051097 1.067848 0.10 0.17 0.00 0.425
H 5.736285 -0.812997 -0.691452 0.06 0.16 -0.06 0.493
H 6.110985 -4.004397 1.195848 0.12 0.05 -0.08 0.440
H 4.409085 -4.450197 1.227948 -0.05 -0.13 0.02 0.385
H 4.972385 -3.082097 2.188248 0.07 0.02 0.15 0.396
H 6.157485 -3.713397 -1.330552 0.06 0.08 0.11 0.483
H 4.836885 -2.852697 -2.118252 0.01 0.03 -0.16 0.403
H 4.550685 -4.384097 -1.270952 -0.11 -0.07 -0.09 0.390
H 3.985885 -0.154397 0.816648 0.00 0.04 0.09 0.565
H 2.584585 -4.003897 -0.392252 -0.06 -0.08 0.10 0.629
H 1.034285 -5.370197 0.463548 0.13 -0.12 0.15 0.483
H 0.856385 -5.112197 -1.279452 0.10 -0.04 -0.19 0.430
H -0.499415 -5.674597 -0.320652 -0.11 -0.09 -0.04 0.428
H -0.197815 -4.002497 2.082148 0.01 -0.07 0.10 0.378
H -1.725915 -4.217897 1.231748 -0.08 -0.11 -0.03 0.469
H -1.138215 -2.594997 1.606648 -0.09 -0.07 0.12 0.314
H -0.519815 -3.262897 -2.148252 -0.03 -0.07 -0.09 0.391
H -1.283415 -2.080097 -1.091852 -0.09 -0.16 -0.14 0.223
H -1.935815 -3.708997 -1.180452 -0.04 -0.19 -0.06 0.438
C -2.319815 7.434003 -0.985552 0.31 -0.41 -0.36 -0.217
C -1.836115 6.608103 -2.000552 -0.10 -0.28 -0.19 -0.576
C -2.085015 5.251203 -1.966552 0.29 0.51 -0.81 0.243
C -2.847715 4.710303 -0.906652 0.57 -0.11 0.10 -0.113
C -3.354815 5.561003 0.110748 0.26 0.59 0.74 0.145
C -3.097115 6.906703 0.047448 -0.54 -0.73 0.51 -0.847
N -3.057815 3.389003 -0.890752 -1.65 0.86 1.28 0.309
N -3.819215 2.732003 -0.227552 0.70 -0.68 -2.62 -0.068
C -4.074115 1.452203 0.038748 0.22 -0.15 1.33 0.786
C -5.444215 1.083303 0.028848 -0.45 -0.08 -0.09 -0.349
C -5.822915 -0.218497 0.253648 -0.44 0.36 -0.16 -0.814
C -4.863515 -1.178497 0.543248 0.15 0.39 -0.15 -0.588
C -3.520615 -0.808897 0.640248 0.68 0.01 -0.20 0.019
C -3.105115 0.485903 0.425748 1.42 -0.01 0.70 0.269
H -2.071315 8.484603 -0.978252 -0.02 0.10 -0.08 0.452
H -1.254615 7.028003 -2.807452 0.11 -0.08 0.05 0.442
H -1.700315 4.589803 -2.730752 0.09 0.01 0.03 0.414
H -3.905415 5.121603 0.928648 -0.13 0.03 0.09 0.475
H -3.483115 7.562203 0.813448 -0.04 -0.01 0.06 0.402
H -6.171715 1.853803 -0.180952 -0.09 0.01 -0.08 0.499
H -6.866415 -0.491497 0.202648 -0.05 0.03 0.01 0.415
H -5.145315 -2.208597 0.702948 -0.06 -0.07 0.08 0.502
H -2.804315 -1.584497 0.875848 0.06 0.12 0.07 0.426
F -0.761315 1.890603 -1.041052 -0.46 -0.82 0.70 -0.590
Sb 0.197985 4.225203 0.324448 1.83 2.29 0.80 1.831
F -1.923915 2.614903 1.492748 -0.90 0.18 0.00 -0.662
F 0.665885 5.447203 -1.299652 -0.63 -0.95 0.83 -0.626
F -0.522215 5.864103 1.094648 0.09 -0.68 -0.39 -0.596
F 2.087785 4.421503 0.694848 -0.71 -0.31 -0.17 -0.555
F 0.211585 3.567103 2.331348 0.44 -0.19 -1.02 -0.671
```
Forces are in eV/Å.